1.
This record from the OMol25 dataset describes a single C4H6O2 molecule at a distorted geometry. The level of theory is ωB97M-V with the def2-TZVPD basis set.

Structure (ORCA input):
```
! wB97M-V def2-TZVPD RIJCOSX def2/J DEFGRID3
* xyz 0 1
O -1.76817 0.89510 -0.06105
C -1.33536 -0.40350 -0.06973
C 0.90158 0.25147 -0.72820
C -0.04321 -0.69839 -0.13155
C 1.35986 0.06421 1.51666
O 1.88504 0.61463 0.47423
H -2.67857 0.92335 -0.37235
H -2.08635 -1.17692 0.03078
H 1.43747 -0.20569 -1.57770
H 0.41925 1.17849 -1.05752
H 0.28886 -1.71363 0.03941
H 1.93742 0.28260 2.43639
*
```

For the total energy, the calculation gives -306.320073 hartree. The largest force on an atom comes out at 1.37 eV/A. Its LUMO energy is 0.7 eV. For the HOMO-LUMO gap, the calculation gives 8.17 eV.

2.
This record from the OMol25 dataset describes a molecular structure, C18H22N8RuS at a distorted geometry. The level of theory is ωB97M-V with the def2-TZVPD basis set.

Structure (ORCA input):
```
! wB97M-V def2-TZVPD RIJCOSX def2/J DEFGRID3
* xyz 4 1
Ru 0.03611 0.07515 0.57115
N 1.95448 0.73832 1.30944
C 2.37218 -0.14866 2.43235
C 1.29497 -0.05928 3.48186
N -0.05154 -0.22394 2.85141
C -1.07504 0.65978 3.49028
C -2.01041 1.20467 2.44134
N -1.15204 1.70984 1.33319
H 2.65860 0.73666 0.57295
H 1.93334 1.70717 1.62832
H 3.34470 0.13782 2.83466
H 2.45124 -1.16672 2.06075
H 1.32319 0.92564 3.94602
H 1.45511 -0.79072 4.27496
H -0.34745 -1.19627 2.88973
H -0.54695 1.48612 3.96425
H -1.61991 0.13613 4.27670
H -2.65139 1.98855 2.84669
H -2.65020 0.41486 2.05353
H -0.57766 2.48326 1.66902
H -1.72374 2.12586 0.59980
S -2.24717 -6.83155 -1.10120
N -3.10959 -5.49395 -0.92379
C -2.25006 -4.51583 -0.68985
C -2.56826 -3.13456 -0.49990
C -3.86226 -2.60531 -0.65761
C -4.02823 -1.23984 -0.56604
C -2.92977 -0.44876 -0.25905
N -1.69745 -0.94227 -0.03237
C -1.50139 -2.26796 -0.20665
C -0.11414 -2.72660 -0.19019
N 0.83133 -1.77481 -0.00456
C 2.11863 -2.11408 -0.20956
C 2.52957 -3.40457 -0.50472
C 1.58095 -4.40315 -0.60603
C 0.22937 -4.05614 -0.47069
C -0.85499 -4.98071 -0.67422
N -0.74842 -6.27160 -0.89529
H -4.69528 -3.26433 -0.87692
H -4.99262 -0.77657 -0.72954
H -3.04826 0.62368 -0.19852
H 2.85319 -1.32478 -0.14426
H 3.58134 -3.61181 -0.65400
H 1.86046 -5.42914 -0.81955
C 0.93626 2.98747 -3.05220
C 0.66626 2.11180 -1.93837
N 0.45875 1.43682 -1.03060
H 0.83496 4.02802 -2.73414
H 0.23231 2.79397 -3.86397
H 1.95345 2.82720 -3.41557
*
```

For the total energy, the calculation gives -1628.719413 hartree. The largest force on an atom comes out at 1.50 eV/A. Its LUMO energy (spin up / spin down) is -17.2 / -15.2 eV. For the HOMO-LUMO gap (spin up / spin down), the calculation gives 3.76 / 6.21 eV.

3.
This record from the OMol25 dataset describes a molecular structure, C2H6NOS at a distorted geometry. The level of theory is ωB97M-V with the def2-TZVPD basis set.

Structure (ORCA input):
```
! wB97M-V def2-TZVPD RIJCOSX def2/J DEFGRID3
* xyz -2 2
C -1.23072 -0.73968 -1.21043
N -1.34535 0.27124 -0.32425
O -2.12737 -1.13014 -1.95189
H -0.25901 -1.18608 -1.22496
H -2.14445 0.81748 -0.30052
H -0.41208 0.60424 0.21731
C 1.70085 -0.44997 1.67957
S 1.31031 1.01745 0.66055
H 2.78746 -0.68072 1.53902
H 1.61040 -0.19897 2.79877
H 1.06833 -1.35478 1.47160
*
```

As for the expectation value of S²: 0.754. For the total energy, the calculation gives -607.878270 hartree. The largest force on an atom comes out at 3.23 eV/A. Its LUMO energy (spin up / spin down) is 6.1 / 6.0 eV. For the HOMO-LUMO gap (spin up / spin down), the calculation gives 2.51 / 6.08 eV.

4.
This record from the OMol25 dataset describes 2 unconnected molecules or ions with the total composition C6H12N2S at a distorted geometry. The level of theory is ωB97M-V with the def2-TZVPD basis set.

Structure (ORCA input):
```
! wB97M-V def2-TZVPD RIJCOSX def2/J DEFGRID3
* xyz 0 1
C 0.28744 2.73594 0.80044
C 1.11489 2.90462 -0.47450
S -1.23938 3.73414 0.86463
H 0.04407 1.69475 0.98767
H 0.91960 3.17646 1.56798
H 2.15854 2.82255 -0.20238
H -1.54811 3.74647 -0.42168
H 1.04447 3.91141 -0.88816
H 0.88779 2.24270 -1.30841
C 0.17660 -3.60003 1.17668
C -0.80043 -1.86065 -1.74396
C -0.30154 -2.55642 0.21844
C -0.29316 -1.19613 0.25943
N -0.73940 -2.94628 -1.03043
N -0.54526 -0.75171 -1.00507
H -1.27037 -1.87619 -2.71517
H -0.74473 0.18486 -1.30789
H 0.11062 -0.61852 1.07254
H 1.14187 -3.50256 1.65570
H 0.18147 -4.48923 0.55170
H -0.58497 -3.75620 1.94242
*
```

For the total energy, the calculation gives -743.494631 hartree. The largest force on an atom comes out at 1.64 eV/A. The SMILES is Cc1c[nH]cn1.CCS. Its LUMO energy is 0.6 eV. For the HOMO-LUMO gap, the calculation gives 9.32 eV.

5.
This record from the OMol25 dataset describes 2 unconnected molecules or ions with the total composition C5H6NO3 at a distorted geometry. The level of theory is ωB97M-V with the def2-TZVPD basis set.

Structure (ORCA input):
```
! wB97M-V def2-TZVPD RIJCOSX def2/J DEFGRID3
* xyz -1 1
C 0.27850 -1.45193 -1.18277
C 0.63990 1.95152 -1.67746
C 1.25943 -1.18903 -0.20031
C -0.28628 0.48757 -0.40955
C -1.48782 1.11616 0.37916
N -0.53392 -0.51112 -1.42158
O -0.24322 2.48050 -2.31226
O 1.83711 1.92642 -1.43898
O 0.78689 0.01621 0.39852
H 0.42899 -2.34226 -1.73204
H 1.31533 -2.02741 0.50118
H 2.30826 -1.11003 -0.65057
H -1.49788 2.27516 0.18740
H -1.27316 0.89492 1.48234
H -2.44166 0.68074 -0.01508
*
```

For the total energy, the calculation gives -474.584532 hartree. The largest force on an atom comes out at 3.14 eV/A. Its LUMO energy is 4.0 eV. For the HOMO-LUMO gap, the calculation gives 6.22 eV.

6.
This record from the OMol25 dataset describes a molecular structure, C4H6OY at a distorted geometry. The level of theory is ωB97M-V with the def2-TZVPD basis set.

Structure (ORCA input):
```
! wB97M-V def2-TZVPD RIJCOSX def2/J DEFGRID3
* xyz 2 2
H -0.88007 -0.14910 3.91662
C 1.83981 -1.16204 2.78851
C 0.56075 -0.92728 2.94786
C -0.66403 -0.43218 2.83003
H 2.30710 -2.03717 3.24495
H 2.45719 -0.52474 2.15104
H -1.43656 -0.98116 2.28562
C -0.84283 1.88484 0.71573
O -0.22674 1.07173 0.01439
Y -0.07596 0.39125 -2.21822
H -1.87573 2.16242 0.44861
H -0.34379 2.43781 1.52641
*
```

As for the expectation value of S²: 0.750. For the total energy, the calculation gives -268.715941 hartree. The largest force on an atom comes out at 3.53 eV/A. Its LUMO energy (spin up / spin down) is -10.6 / -10.5 eV. For the HOMO-LUMO gap (spin up / spin down), the calculation gives 4.72 / 4.84 eV.

7.
This record from the OMol25 dataset describes a gas-phase ion, C5H16N3 (charge +1) at a distorted geometry. The level of theory is ωB97M-V with the def2-TZVPD basis set.

Structure (ORCA input):
```
! wB97M-V def2-TZVPD RIJCOSX def2/J DEFGRID3
* xyz 1 1
C 1.70623 1.09950 0.96095
C 1.81141 -1.07435 -0.16779
C -1.40221 -1.71050 -0.35637
C -1.76842 0.29893 0.95915
C -0.05614 0.42490 -0.84149
N -0.26106 1.75824 -1.05885
N 0.98119 0.03609 0.28583
N -1.33459 -0.21940 -0.42321
H 1.93978 0.74719 1.97751
H 2.62471 1.51810 0.44589
H 1.14900 2.03071 1.18107
H 2.32476 -1.36088 0.69804
H 1.19118 -1.93754 -0.47690
H 2.55695 -0.97864 -0.87834
H -0.68278 -2.13477 0.23897
H -2.37307 -1.93455 0.04440
H -1.32755 -2.24510 -1.29156
H -1.16952 -0.45272 1.60122
H -1.24745 1.25465 1.08267
H -2.77787 0.06605 1.19587
H 0.10784 0.06365 -1.87636
H 0.23459 2.12351 -1.88139
H -0.26990 2.49984 -0.35219
H -1.95713 0.12709 -1.06713
*
```

For the total energy, the calculation gives -364.060747 hartree. The largest force on an atom comes out at 4.58 eV/A. The SMILES is CN(C)[C@H](N)[NH+](C)C. Its LUMO energy is -2.7 eV. For the HOMO-LUMO gap, the calculation gives 10.10 eV.

8.
This record from the OMol25 dataset describes a molecular structure, C19H22ClNTi at a distorted geometry. The level of theory is ωB97M-V with the def2-TZVPD basis set.

Structure (ORCA input):
```
! wB97M-V def2-TZVPD RIJCOSX def2/J DEFGRID3
* xyz -2 3
C 0.20419 0.79018 -2.29120
C -0.83347 -0.18522 -2.33581
C -0.22440 -1.48674 -2.36077
H -1.89639 0.04975 -2.40264
C 1.20660 -1.30441 -2.51775
C 1.48188 0.11819 -2.45916
H 2.41945 0.61890 -2.67025
H 0.05254 1.86085 -2.26826
H -0.75547 -2.44641 -2.39669
H 1.94308 -2.10126 -2.66981
Ti 0.70284 -0.60932 -0.52913
Cl 2.63467 -1.11035 0.41122
C -0.87821 -4.37734 1.97728
C -0.65344 -5.23710 0.85725
C -1.76196 -5.09662 -0.03725
H 0.19853 -5.90227 0.72033
C -2.67088 -4.15053 0.53121
C -2.12481 -3.70758 1.77485
H -2.59060 -3.00471 2.46196
H -0.22616 -4.26694 2.84232
H -1.90128 -5.63449 -0.97338
H -3.62143 -3.83983 0.10366
C 3.04554 2.53021 0.32165
N 1.78535 2.86906 -0.34004
C 1.90494 3.71544 -1.52014
C 0.68778 3.29342 0.54496
C -0.26570 2.20400 1.01848
C -1.29950 2.61391 1.85812
C -2.25116 1.69464 2.32232
C -2.12127 0.32637 2.03493
C -1.02569 -0.12551 1.27599
C -0.16860 0.83248 0.69769
H 3.52771 3.39334 0.81150
H 3.76252 2.09769 -0.38903
H 2.85645 1.77403 1.09088
H 0.92519 3.72820 -2.02320
H 2.14977 4.76851 -1.27959
H 2.63684 3.33363 -2.24596
H 1.10983 3.82385 1.42871
H 0.11267 4.06763 -0.00401
H -1.35101 3.66185 2.14141
H -3.08140 2.04334 2.92894
H -2.84941 -0.40830 2.37392
H -0.79616 -1.21454 1.18451
*
```

As for the expectation value of S²: 2.008. For the total energy, the calculation gives -2101.526561 hartree. The largest force on an atom comes out at 2.65 eV/A. Its LUMO energy (spin up / spin down) is 4.8 / 4.7 eV. For the HOMO-LUMO gap (spin up / spin down), the calculation gives 3.74 / 5.05 eV.